Record 1
This record from OMol25 describes one molecule with the formula C2H3BrN2O3 at a distorted geometry. The level of theory is wB97M-V/def2-TZVPD.

As for the expectation value of S²: 2.010. The spin multiplicity is 3. Its frontier orbital gap (alpha / beta) is 8.54 / 8.86 eV. The value obtained for the HOMO energy (alpha / beta) is -8.86 / -10.69 eV. Its LUMO energy (alpha / beta) is -0.316 / -1.827 eV.

The geometry in XYZ format:
```
11
Properties=species:S:1:pos:R:3:forces:R:3:mulliken_charge:R:1
O -0.6727 -2.0338 1.2741 -0.3 -0.5 1.3 -0.305
O 0.3507 0.4963 2.0224 0.2 0.9 1.0 -0.493
H 1.8459 -0.2081 -0.4218 1.0 -0.6 1.1 0.371
C -0.2879 -0.1091 -0.0947 -2.2 -0.4 -1.0 0.491
H 0.8957 -0.5464 -1.8820 -0.1 1.2 2.1 0.309
O -1.2733 1.6922 1.0905 1.5 -0.4 1.2 -0.495
C 0.9609 0.1023 -0.8947 -0.6 -0.1 -3.6 -1.058
Br -2.0172 0.1556 -1.1851 1.0 0.5 0.0 -0.124
H 1.1563 1.1319 -1.2776 -0.7 -0.5 0.6 0.342
N -0.4101 0.8387 1.1674 -1.3 -1.1 -2.3 0.878
N -0.5482 -1.5197 0.2014 1.4 1.2 -0.5 0.083
```
Forces are in eV/Å.


Record 2
This record from OMol25 describes one molecule with the formula C2H3BrN2S at a distorted geometry. The level of theory is wB97M-V/def2-TZVPD.

Its frontier orbital gap is 8.54 eV. The value obtained for the HOMO energy is -8.56 eV. Its LUMO energy is -0.026 eV.

The geometry in XYZ format:
```
9
Properties=species:S:1:pos:R:3:forces:R:3:mulliken_charge:R:1
N -0.8008 -0.7192 0.1833 -0.4 -0.3 1.3 -0.424
Br 2.0050 -0.6456 -0.3982 -0.5 0.4 -0.1 -0.197
N 0.1613 1.3593 -0.0600 -0.7 1.6 -0.7 0.063
H 0.1869 -2.7434 -0.5396 0.0 0.1 0.2 0.114
C 0.1877 0.1471 -0.1995 2.2 -2.7 -0.5 0.281
H -0.6675 -0.8713 1.1703 -0.4 0.1 0.5 0.329
S -1.0661 -2.2378 -0.4972 -0.3 -0.5 -1.0 -0.077
C -0.0576 2.5448 -0.2772 0.1 1.2 0.3 -0.306
H 0.0511 3.1661 0.6179 -0.1 0.1 0.0 0.216
```
Forces are in eV/Å.


Record 3
This record from OMol25 describes one molecule with the formula C2H3BrN2S at a distorted geometry. The level of theory is wB97M-V/def2-TZVPD.

As for the structure (SMILES): Br[C@H]1N=NCS1. Its frontier orbital gap is 9.08 eV. The value obtained for the HOMO energy is -9.38 eV. Its LUMO energy is -0.305 eV.

The geometry in XYZ format:
```
9
Properties=species:S:1:pos:R:3:forces:R:3:mulliken_charge:R:1
N 0.4113 -1.1042 -0.5727 -0.6 -0.5 -0.9 -0.180
Br 2.6374 0.1337 0.2216 -0.3 0.2 -0.4 -0.148
H -2.2272 -0.0117 0.5732 1.1 0.5 -0.8 0.304
S -0.1702 1.4736 -0.0784 -1.0 -1.1 -0.5 -0.078
C 0.8446 0.2270 -0.8263 3.3 0.8 -1.0 -0.147
H -1.0836 0.1456 1.7942 0.8 -0.8 -1.2 0.275
N -0.5753 -1.1877 0.1290 -0.4 -0.7 1.3 -0.160
C -1.1034 0.0291 0.6632 -1.7 1.4 1.6 -0.298
H 1.2662 0.2947 -1.9038 -1.2 0.3 1.9 0.431
```
Forces are in eV/Å.


Record 4
This record from OMol25 describes one molecule with the formula C2H3BrN2S at a distorted geometry. The level of theory is wB97M-V/def2-TZVPD.

As for the structure (SMILES): BrN1CSC=N1. Its frontier orbital gap is 8.35 eV. The value obtained for the HOMO energy is -8.60 eV. Its LUMO energy is -0.253 eV.

The geometry in XYZ format:
```
9
Properties=species:S:1:pos:R:3:forces:R:3:mulliken_charge:R:1
S 1.4628 0.1505 0.7844 -0.4 0.1 -0.6 -0.110
H -0.1138 1.8657 0.5111 -0.9 1.3 0.2 0.349
H 0.4808 1.2832 -1.1362 1.4 1.6 -1.0 0.341
N -0.8336 0.0542 -0.6076 -1.3 3.1 0.4 0.034
N -0.4552 -1.1782 -0.3854 1.0 -3.0 0.7 -0.469
C 0.2095 1.1153 -0.1410 -0.1 -3.4 0.1 -0.440
Br -2.5747 0.3454 0.2009 0.3 -0.1 0.0 -0.044
H 1.1642 -2.3265 0.5647 -1.5 2.2 -1.3 0.289
C 0.6600 -1.3096 0.2092 1.4 -1.9 1.4 0.050
```
Forces are in eV/Å.


Record 5
This record from OMol25 describes a 2-piece molecular cluster, C2H3BrN4 overall at a distorted geometry. The level of theory is wB97M-V/def2-TZVPD.

As for the structure (SMILES): N#CN=C=N.NBr. Its frontier orbital gap is 9.66 eV. The value obtained for the HOMO energy is -9.73 eV. Its LUMO energy is -0.073 eV.

The geometry in XYZ format:
```
10
Properties=species:S:1:pos:R:3:forces:R:3:mulliken_charge:R:1
Br -2.8568 -0.4793 -0.8864 0.4 0.0 0.8 -0.072
N 1.7598 -0.1387 -0.1630 1.3 -1.3 0.4 -0.423
H -1.4330 0.8276 0.7637 -0.6 -0.2 -1.7 0.295
C 1.2535 -0.7707 0.7428 0.4 2.1 -1.4 0.427
C 1.3984 0.3535 -1.2889 -0.4 2.1 -3.6 0.522
H -1.4692 1.2133 -0.8694 0.0 5.0 -3.2 0.313
N 0.8488 -0.8712 1.8386 -0.9 -0.5 2.4 -0.307
N 1.2650 0.9490 -2.2903 0.0 -1.2 1.6 -0.484
H 0.6018 -1.6322 2.4009 -0.3 -1.1 0.7 0.277
N -1.3682 0.5486 -0.2478 0.2 -4.9 4.1 -0.548
```
Forces are in eV/Å.


Record 6
This record from OMol25 describes one molecule with the formula C2H3BrO at a distorted geometry. The level of theory is wB97M-V/def2-TZVPD.

As for the structure (SMILES): O=CCBr. Its frontier orbital gap is 10.87 eV. The value obtained for the HOMO energy is -10.31 eV. Its LUMO energy is 0.559 eV.

The geometry in XYZ format:
```
7
Properties=species:S:1:pos:R:3:forces:R:3:mulliken_charge:R:1
H 0.2143 -0.2868 1.3603 0.1 -0.4 -0.1 0.298
O -1.6289 -0.6963 -0.5374 0.6 0.4 -0.7 -0.413
H -0.4695 1.1366 0.7354 -0.8 1.4 0.1 0.326
C -0.4595 -0.4384 -0.6741 0.6 -2.6 -0.4 0.101
C 0.1692 0.3486 0.4848 1.2 -0.9 -1.0 -0.439
Br 1.9703 1.0211 0.1723 -0.3 -0.1 0.0 -0.133
H 0.2041 -1.0849 -1.5413 -1.3 2.2 2.1 0.260
```
Forces are in eV/Å.


Record 7
This record from OMol25 describes a 2-piece molecular cluster, C2H3BrO overall at a distorted geometry. The level of theory is wB97M-V/def2-TZVPD.

Its frontier orbital gap (alpha / beta) is 7.77 / 8.92 eV. The value obtained for the HOMO energy (alpha / beta) is -7.68 / -8.32 eV. Its LUMO energy (alpha / beta) is 0.088 / 0.601 eV.

The geometry in XYZ format:
```
7
Properties=species:S:1:pos:R:3:forces:R:3:mulliken_charge:R:1
H 0.6711 -1.5746 -1.1800 -0.1 -0.1 -0.2 0.353
H -0.3640 1.6727 0.6331 -0.8 0.7 0.1 0.256
Br 2.1550 0.1583 0.0735 0.2 -0.1 -0.4 -0.096
O -2.2694 0.8624 -0.1229 1.5 1.3 0.9 -0.359
C -1.1363 1.0182 0.1776 -0.5 -2.4 -1.3 0.166
H 0.2138 -1.1165 0.6886 0.0 -0.9 -0.9 0.390
C 0.7298 -1.0205 -0.2700 -0.4 1.5 1.8 -0.710
```
Forces are in eV/Å.


Record 8
This record from OMol25 describes a 2-piece molecular cluster, C2H3BrO overall at a distorted geometry. The level of theory is wB97M-V/def2-TZVPD.

Its frontier orbital gap is 9.49 eV. The value obtained for the HOMO energy is -8.99 eV. Its LUMO energy is 0.502 eV.

The geometry in XYZ format:
```
7
Properties=species:S:1:pos:R:3:forces:R:3:mulliken_charge:R:1
C 0.9657 0.7841 -0.1155 1.9 -8.0 0.4 0.125
H -0.5680 -0.8389 1.2338 0.2 -0.3 0.0 0.307
H -0.2892 -1.4649 -0.4916 0.4 -0.4 0.2 0.288
Br -2.1326 0.0713 -0.3793 -1.3 0.9 -0.5 -0.102
H 0.4360 1.6087 -0.1691 -2.3 4.8 -0.3 0.355
O 2.1170 0.4959 -0.2490 -2.2 0.9 0.3 -0.368
C -0.5289 -0.6562 0.1708 3.3 2.2 -0.1 -0.605
```
Forces are in eV/Å.


Record 9
This record from OMol25 describes C2H3BrO2 as an isolated structure at a distorted geometry. The level of theory is wB97M-V/def2-TZVPD.

Its frontier orbital gap is 9.63 eV. The value obtained for the HOMO energy is -9.16 eV. Its LUMO energy is 0.478 eV.

The geometry in XYZ format:
```
8
Properties=species:S:1:pos:R:3:forces:R:3:mulliken_charge:R:1
H 1.0167 1.4965 -0.0568 1.1 1.5 1.3 0.372
C 0.6264 0.6064 -0.3929 -4.3 -3.8 -0.3 -0.117
O 0.8151 -0.5634 0.4141 0.3 0.8 -0.7 -0.486
C -1.3943 0.8741 -0.4778 -2.2 1.4 -0.2 0.118
Br 1.1265 0.3566 -2.2141 -0.1 0.0 -0.1 -0.090
O -2.2594 1.6652 -0.0637 4.3 -2.1 -0.5 -0.407
H 0.9639 -1.4624 -0.0079 -0.4 2.2 -0.1 0.365
H -1.8772 0.1227 -1.1908 1.3 -0.1 0.5 0.245
```
Forces are in eV/Å.


Record 10
This record from OMol25 describes a 2-piece molecular cluster, C2H3BrO2 overall at a distorted geometry. The level of theory is wB97M-V/def2-TZVPD.

Its frontier orbital gap is 11.10 eV. The value obtained for the HOMO energy is -10.45 eV. Its LUMO energy is 0.648 eV.

The geometry in XYZ format:
```
8
Properties=species:S:1:pos:R:3:forces:R:3:mulliken_charge:R:1
H -1.5465 -1.5388 -0.2533 3.1 3.7 0.3 0.266
Br 1.9986 -1.1785 0.2574 0.5 -0.1 0.4 -0.126
H -1.0958 -0.2951 1.0404 -0.7 0.5 3.0 0.340
O 0.9845 1.4821 0.3511 -0.2 1.6 5.5 -0.243
C -0.8556 -0.2878 0.0542 1.4 -2.8 -2.4 -0.947
O 1.0737 1.1232 -0.9461 0.4 -0.8 -5.6 -0.251
C 0.7518 0.2067 -0.0117 -3.4 -2.9 -0.6 0.661
H -1.3108 0.4880 -0.4920 -1.0 0.8 -0.5 0.300
```
Forces are in eV/Å.


Record 11
This record from OMol25 describes a 2-piece molecular cluster, C2H3BrO2 overall at a distorted geometry. The level of theory is wB97M-V/def2-TZVPD.

Its frontier orbital gap (alpha / beta) is 9.29 / 8.04 eV. The value obtained for the HOMO energy (alpha / beta) is -9.44 / -9.19 eV. Its LUMO energy (alpha / beta) is -0.157 / -1.154 eV.

The geometry in XYZ format:
```
8
Properties=species:S:1:pos:R:3:forces:R:3:mulliken_charge:R:1
O 2.7402 -1.8740 0.7643 -0.2 0.2 2.2 -0.189
Br 3.9200 0.5814 -0.0145 0.1 0.2 -0.1 -0.103
C -0.0939 -0.0077 -0.0060 1.0 -0.2 -0.3 -0.912
C 2.6343 -0.8088 -0.0577 -0.9 0.0 0.3 0.406
H -0.0299 0.3542 0.9970 0.0 0.1 0.3 0.336
H 0.0878 0.6635 -0.8225 -0.1 0.2 -0.1 0.339
O 2.8642 -1.9849 -0.6582 0.2 -0.2 -2.4 -0.205
H -0.4661 -0.9913 -0.2090 -0.1 -0.2 0.0 0.328
```
Forces are in eV/Å.


Record 12
This record from OMol25 describes a 2-piece molecular cluster, C2H3BrO2P overall at a distorted geometry. The level of theory is wB97M-V/def2-TZVPD.

As for the total charge: -1. Its frontier orbital gap is 8.86 eV. The value obtained for the HOMO energy is -5.26 eV. Its LUMO energy is 3.600 eV.

The geometry in XYZ format:
```
9
Properties=species:S:1:pos:R:3:forces:R:3:mulliken_charge:R:1
O 1.1187 -0.1928 -1.6808 -1.0 0.7 0.1 -0.623
H -1.5636 -0.5494 -0.6335 -0.2 -0.8 1.9 0.368
H 0.8251 1.2936 0.3946 -0.7 -0.1 -0.9 0.009
O 2.7351 0.1648 0.2573 0.2 0.4 -0.2 -0.665
C -1.9146 -0.9642 0.3566 2.1 2.3 -5.9 -0.585
C -2.3997 -1.4643 1.2876 -0.6 -0.6 1.2 -0.187
H -2.7581 -1.5570 2.2164 -1.2 -0.9 2.8 0.395
Br 2.3157 2.5780 -1.5894 0.2 0.9 -0.4 -0.368
P 1.6414 0.6913 -0.6088 1.2 -1.8 1.5 0.656
```
Forces are in eV/Å.


Record 13
This record from OMol25 describes a 2-piece molecular cluster, C2H3BrOS overall at a distorted geometry. The level of theory is wB97M-V/def2-TZVPD.

Its frontier orbital gap (alpha / beta) is 6.65 / 6.66 eV. The value obtained for the HOMO energy (alpha / beta) is -9.08 / -9.09 eV. Its LUMO energy (alpha / beta) is -2.431 / -2.428 eV.

The geometry in XYZ format:
```
8
Properties=species:S:1:pos:R:3:forces:R:3:mulliken_charge:R:1
H 1.5328 0.4186 -1.2696 -1.6 -0.6 1.1 0.257
O 0.8288 1.1128 1.2949 1.4 3.1 0.7 -0.381
H 0.2785 -0.7273 1.4765 0.6 0.1 -1.5 0.358
C 0.7559 -0.1640 -0.6512 0.5 4.1 -1.8 -0.783
S -1.7492 0.7269 -0.9511 2.7 0.1 -0.6 -0.071
Br -2.6667 -0.5050 0.4826 -0.5 -0.7 0.7 0.016
C 0.6821 0.0815 0.7481 -2.1 -3.1 2.6 0.113
H 0.3378 -0.9434 -1.1301 -0.9 -3.1 -1.0 0.490
```
Forces are in eV/Å.


Record 14
This record from OMol25 describes a 2-piece molecular cluster, C2H3BrS overall at a distorted geometry. The level of theory is wB97M-V/def2-TZVPD.

As for the structure (SMILES): C=C=S.Br. Its frontier orbital gap is 8.41 eV. The value obtained for the HOMO energy is -8.65 eV. Its LUMO energy is -0.241 eV.

The geometry in XYZ format:
```
7
Properties=species:S:1:pos:R:3:forces:R:3:mulliken_charge:R:1
C 0.2235 -1.4936 0.4088 -1.0 0.4 -0.8 0.214
H 1.4026 0.0376 1.0610 1.4 0.3 1.0 0.251
C 0.8171 -0.3226 0.2773 -1.6 -0.5 -0.3 -0.406
Br -2.5151 0.5716 -0.2610 -0.2 0.2 -0.2 -0.209
H -2.0642 1.0470 -1.5284 -0.1 -0.1 0.2 0.207
S -0.7327 -2.7439 0.4136 1.1 0.6 0.1 -0.257
H 0.3342 0.4876 -0.2985 0.4 -0.9 -0.1 0.200
```
Forces are in eV/Å.


Record 15
This record from OMol25 describes C2H3CeO as an isolated structure at a distorted geometry. The level of theory is wB97M-V/def2-TZVPD.

As for the expectation value of S²: 0.802. The spin multiplicity is 2. As for the total charge: +2. Its frontier orbital gap (alpha / beta) is 5.80 / 6.55 eV. The value obtained for the HOMO energy (alpha / beta) is -17.47 / -17.49 eV. Its LUMO energy (alpha / beta) is -11.671 / -10.941 eV.

The geometry in XYZ format:
```
7
Properties=species:S:1:pos:R:3:forces:R:3:mulliken_charge:R:1
H 2.8706 -2.7294 -0.2250 -1.8 0.5 -0.7 -0.009
H 0.1512 2.0747 0.1902 -0.5 0.2 0.5 0.353
C -0.5412 1.3361 0.6023 -0.2 0.4 0.2 -0.891
C -1.3175 0.7009 -0.2466 3.0 -0.6 1.2 0.753
Ce 0.9048 -2.2217 -1.0236 0.8 0.2 0.7 1.861
H -0.6180 1.0629 1.6578 -0.2 0.7 -0.2 0.356
O -1.4499 -0.2236 -0.9551 -1.2 -1.4 -1.6 -0.423
```
Forces are in eV/Å.


Record 16
This record from OMol25 describes a 2-piece molecular cluster, C2H3Cl overall at a distorted geometry. The level of theory is wB97M-V/def2-TZVPD.

Its frontier orbital gap (alpha / beta) is 10.26 / 5.42 eV. The value obtained for the HOMO energy (alpha / beta) is -11.27 / -9.34 eV. Its LUMO energy (alpha / beta) is -1.010 / -3.920 eV.

The geometry in XYZ format:
```
6
Properties=species:S:1:pos:R:3:forces:R:3:mulliken_charge:R:1
H 0.2047 -1.0010 0.8384 -0.5 2.4 -1.4 0.211
C -0.1006 0.0241 -1.0572 0.0 -1.2 0.3 -0.193
C -0.0166 -0.0169 0.2037 1.1 -1.3 3.7 -0.264
H -0.0382 1.0129 0.6909 -0.1 -1.5 -0.1 0.241
H -0.3889 0.7610 -1.7016 -0.7 1.9 -2.6 0.162
Cl -1.6436 2.8561 -1.5198 0.3 -0.4 0.0 -0.157
```
Forces are in eV/Å.


Record 17
This record from OMol25 describes one molecule with the formula C2H3Cl at a distorted geometry. The level of theory is wB97M-V/def2-TZVPD.

Its frontier orbital gap (alpha / beta) is 8.64 / 6.90 eV. The value obtained for the HOMO energy (alpha / beta) is -9.22 / -8.26 eV. Its LUMO energy (alpha / beta) is -0.585 / -1.356 eV.

The geometry in XYZ format:
```
6
Properties=species:S:1:pos:R:3:forces:R:3:mulliken_charge:R:1
H 1.7124 -1.2426 0.5331 0.3 -1.7 1.9 0.277
C 1.2334 -0.7157 -0.2130 -1.6 2.9 -1.6 -0.518
Cl -0.5859 -0.3102 0.2738 0.9 -1.6 0.7 0.097
H 1.7557 0.2342 -0.3318 -0.1 0.0 -0.6 0.253
C -2.1348 0.4839 0.0486 0.3 1.2 -0.5 -0.270
H -1.9808 1.5504 -0.3106 0.2 -0.8 0.1 0.160
```
Forces are in eV/Å.


Record 18
This record from OMol25 describes one molecule with the formula C2H3Cl2N at a distorted geometry. The level of theory is wB97M-V/def2-TZVPD.

Its frontier orbital gap (alpha / beta) is 7.84 / 7.86 eV. The value obtained for the HOMO energy (alpha / beta) is -7.16 / -7.17 eV. Its LUMO energy (alpha / beta) is 0.679 / 0.685 eV.

The geometry in XYZ format:
```
8
Properties=species:S:1:pos:R:3:forces:R:3:mulliken_charge:R:1
H 1.4924 0.8195 -0.1910 -0.2 0.1 0.2 0.240
N -0.3571 -0.1130 -0.2428 0.0 0.0 0.0 -0.079
C -0.2442 -0.4919 0.9948 -1.4 -1.5 2.3 -0.113
H 0.5703 -0.1538 1.6035 0.2 0.0 0.0 0.252
Cl 0.8047 0.6180 -2.4736 -0.1 -0.1 0.1 -0.215
C 0.5922 0.6180 -0.7467 1.3 1.4 -2.5 -0.117
Cl -1.6918 -0.9256 1.8564 0.1 0.1 -0.1 -0.215
H -1.1665 -0.3712 -0.8005 0.1 0.0 0.1 0.248
```
Forces are in eV/Å.